## one
DFT (ωB97M-V with the def2-TZVPD basis set) results for a single C4H8N2OS molecule.

Geometry (Å):
C 1.42503 1.35427 -0.44387
C 1.68021 -0.79768 0.73882
C -1.19895 -0.67952 -0.97136
C -2.95080 -0.04599 0.22900
H 0.67118 1.93745 -1.06405
H 1.61004 1.77925 0.63588
H 2.40976 1.40458 -1.05287
H 2.93488 -0.46884 0.85834
H 1.20070 -0.50816 1.81558
H 1.56513 -1.95926 0.85679
H -0.82204 -1.32021 -1.70844
H -2.10798 0.10942 1.02619
N 0.97784 -0.13328 -0.36585
N -0.46609 -0.07278 -0.05005
O -2.45335 -0.97757 -0.67012
S -4.47556 0.37831 0.16602

Output
LUMO level: -0.29 eV
SMILES: CN(C)/N=C/OC=S



## two
DFT (ωB97M-V with the def2-TZVPD basis set) results for a single C4H8N2OS molecule.

Geometry (Å):
C -1.25286 0.15770 -0.22106
C 0.10606 -0.38872 -0.49616
C 1.24117 -0.13595 0.37469
C 2.18216 1.07714 0.35542
H -2.06501 -1.38318 0.77690
H -2.92636 0.06945 0.94481
H -1.16686 1.76360 -1.16869
H 0.21060 -0.20215 -1.62911
H -0.62765 -2.13486 -1.18088
H 1.12023 -0.70962 1.22912
H 2.26719 1.34294 1.46376
H 2.07528 1.91503 -0.49136
N -2.08080 -0.46825 0.80618
N -1.72139 1.31403 -0.44102
O -0.32288 -1.79704 -0.23078
S 2.96112 -0.42012 -0.09181

Output
LUMO level: 0.54 eV
SMILES: [H]/N=C(/N)[C@H](O)[C@@H]1CS1



The least stable of the structures above is one, whereas two is the most stable.